Computed, not measured: a cluster of 2 separate species, C3H2O3 in total at a distorted geometry, with ωB97M-V/def2-TZVPD.

The lowest unoccupied orbital energy (spin up / spin down) is 0.8 / -2.0 eV. The spin multiplicity is 3. The expectation value of S² is 2.01. The HOMO energy (spin up / spin down) comes out at -0.262 / -0.439 Ha. The HOMO-LUMO gap (spin up / spin down) is 7.8974 / 9.9302 eV.

Cartesian coordinates (Å):
C (-3.32569, 0.39437, -0.00481)
H (-1.56565, -2.32042, 0.37996)
O (-3.18987, -0.00699, 1.03787)
C (-0.90341, -0.16651, 0.40345)
H (0.25346, -2.14898, 0.07875)
O (-3.37335, 0.83683, -1.06470)
O (-0.90165, -0.64393, -0.80269)
C (-0.71844, -1.63459, 0.28585)

Computed, not measured: a structure of composition C5H5NO2 at a distorted geometry, with ωB97M-V/def2-TZVPD.

The lowest unoccupied orbital energy is -1.0 eV. The HOMO energy comes out at -0.362 Ha. The HOMO-LUMO gap is 8.8398 eV.

Cartesian coordinates (Å):
N (1.77599, -1.26151, 2.47900)
H (0.14997, 2.31583, -2.77506)
C (-0.14793, -0.21369, -0.43296)
C (1.09819, -0.60510, -0.00258)
O (-2.35600, 0.31369, 0.60432)
H (-1.03084, 1.58454, -0.47091)
H (-1.28759, 0.32457, -2.05275)
O (0.47298, 1.32663, -2.34878)
H (2.05187, -0.79656, -0.57045)
H (-0.76596, -0.65011, 1.63746)
C (-0.50321, 0.73303, -1.46890)
C (1.36992, -1.07749, 1.28587)
C (-1.23118, -0.01512, 0.75763)

Computed, not measured: a cluster of 2 separate species, C5H10O2 in total, with ωB97M-V/def2-TZVPD.

The lowest unoccupied orbital energy is 0.8 eV. The HOMO energy comes out at -0.317 Ha. Its SMILES is COCC1=C(O)C1.[H][H]. The HOMO-LUMO gap is 9.4731 eV.

Cartesian coordinates (Å):
H (2.95320, -1.60194, 0.17444)
C (0.87831, -0.48707, 1.92414)
H (-2.93180, 0.50727, -1.59340)
H (1.83974, -0.52724, 2.44493)
H (-0.36789, -1.78726, -0.73625)
O (0.13797, -2.16359, 0.00670)
C (0.78804, 0.18833, 0.54648)
H (-0.30881, 2.03308, 0.32543)
H (-1.63127, 1.42362, -2.41186)
O (-1.14988, 0.40533, -0.66907)
C (-2.05846, 1.14492, -1.43773)
H (2.98679, -2.25870, 0.52207)
H (0.01382, -0.47833, 2.60168)
C (-0.00533, 1.14809, -0.25250)
C (0.67564, -1.10589, 0.60696)
H (-2.37132, 2.06015, -0.91451)
H (0.55126, 1.49921, -1.13750)

Values for total energy, eV, ordered as above
-9279.555; -10845.561; -9437.613
Values for ΔE to the lowest compared entry with this formula, charge and spin, kcal per mole, ordered as above
10.4; 132.7; 125.2